[1]
Density functional theory data (ωB97M-V/def2-TZVPD) for C60H63GeN4O2SSc as an isolated structure.

CARTESIAN COORDINATES (ANGSTROEM)
1 Sc -0.62 -0.01 -1.22
2 C -2.64 -6.04 -2.25
3 C -1.85 -5.57 -1.03
4 C -1.02 -4.35 -1.32
5 C 0.30 -4.28 -1.57
6 C 1.30 -5.39 -1.62
7 C 1.51 -5.92 -3.04
8 C 0.63 -2.87 -1.78
9 C 1.89 -2.37 -1.99
10 C 2.28 -1.00 -2.08
11 C 3.59 -0.52 -2.32
12 C 4.81 -1.34 -2.59
13 C 5.59 -1.71 -1.33
14 C 3.52 0.87 -2.25
15 C 2.17 1.19 -2.00
16 C 1.61 2.50 -1.97
17 C 0.28 2.84 -1.99
18 N -0.77 1.96 -2.02
19 C -1.93 2.68 -1.93
20 C -3.20 2.17 -1.77
21 C -3.58 0.82 -1.55
22 N -2.71 -0.23 -1.55
23 C -3.43 -1.35 -1.24
24 C -2.87 -2.65 -1.17
25 C -1.55 -2.99 -1.39
26 N -0.53 -2.13 -1.70
27 C -4.79 -1.00 -1.01
28 C -4.88 0.37 -1.22
29 C -6.08 1.24 -0.98
30 C -6.10 1.79 0.44
31 C -5.89 -1.94 -0.64
32 C -6.46 -2.69 -1.84
33 C -1.60 4.11 -1.92
34 C -0.25 4.20 -1.95
35 C 0.59 5.43 -1.98
36 C 1.07 5.77 -3.39
37 C -2.61 5.20 -1.86
38 C -3.26 5.48 -3.22
39 N 1.42 0.05 -1.88
40 C 4.63 1.84 -2.47
41 C 4.68 2.37 -3.91
42 H -3.27 -6.90 -2.01
43 H -1.96 -6.34 -3.05
44 H -3.27 -5.24 -2.64
45 H -1.20 -6.37 -0.67
46 H -2.54 -5.34 -0.21
47 H 0.98 -6.21 -0.97
48 H 2.26 -5.05 -1.22
49 H 0.59 -6.34 -3.43
50 H 2.28 -6.69 -3.07
51 H 1.81 -5.11 -3.71
52 H 2.69 -3.10 -2.07
53 H 5.47 -0.79 -3.27
54 H 4.54 -2.26 -3.12
55 H 5.92 -0.81 -0.80
56 H 6.48 -2.31 -1.56
57 H 4.96 -2.27 -0.65
58 H 2.32 3.32 -1.97
59 H -4.00 2.89 -1.69
60 H -3.55 -3.45 -0.91
61 H -6.99 0.67 -1.17
62 H -6.09 2.06 -1.70
63 H -6.22 0.99 1.17
64 H -6.91 2.51 0.58
65 H -5.15 2.29 0.67
66 H -6.69 -1.39 -0.14
67 H -5.53 -2.66 0.10
68 H -6.87 -1.99 -2.57
69 H -7.26 -3.38 -1.55
70 H -5.68 -3.27 -2.34
71 H 1.46 5.29 -1.33
72 H 0.03 6.27 -1.57
73 H 1.64 4.94 -3.82
74 H 1.71 6.66 -3.39
75 H 0.22 5.96 -4.05
76 H -2.14 6.12 -1.49
77 H -3.38 4.94 -1.13
78 H -2.52 5.81 -3.94
79 H -4.03 6.24 -3.14
80 H -3.72 4.57 -3.62
81 H 5.59 1.37 -2.23
82 H 4.53 2.69 -1.78
83 H 4.83 1.55 -4.61
84 H 5.49 3.10 -4.05
85 H 3.74 2.85 -4.17
86 O -2.46 2.24 1.40
87 C -1.84 1.19 1.38
88 O -0.86 0.91 0.59
89 C -2.18 0.09 2.37
90 C -3.26 0.34 3.22
91 C -3.69 -0.59 4.14
92 C -3.04 -1.81 4.23
93 C -1.96 -2.07 3.40
94 C -1.51 -1.14 2.47
95 S -0.12 -1.69 1.49
96 H -3.75 1.30 3.11
97 H -4.53 -0.37 4.79
98 H -3.36 -2.56 4.95
99 H -1.43 -3.01 3.48
100 C 3.07 -1.72 1.50
101 Ge 1.67 -0.68 2.38
102 C 1.39 -1.15 4.26
103 C 1.54 -2.46 4.71
104 C 1.21 -2.80 6.01
105 C 0.69 -1.85 6.87
106 C 0.52 -0.55 6.43
107 C 0.87 -0.20 5.13
108 C 2.19 1.22 2.33
109 C 1.55 2.19 1.61
110 C 2.04 3.51 1.52
111 C 3.19 3.85 2.16
112 C 3.91 2.88 2.90
113 C 5.13 3.24 3.55
114 C 5.85 2.32 4.25
115 C 5.38 0.99 4.33
116 C 4.21 0.63 3.73
117 C 3.42 1.56 2.99
118 H 3.76 -2.14 2.24
119 H 3.63 -1.08 0.82
120 H 2.63 -2.53 0.92
121 H 1.92 -3.22 4.04
122 H 1.34 -3.83 6.34
123 H 0.42 -2.12 7.88
124 H 0.11 0.20 7.10
125 H 0.74 0.82 4.80
126 H 0.64 1.96 1.08
127 H 1.49 4.23 0.94
128 H 3.59 4.86 2.10
129 H 5.47 4.26 3.46
130 H 6.78 2.60 4.73
131 H 5.95 0.25 4.88
132 H 3.88 -0.40 3.82

Values from the calculation:
Expectation value of S²: 0.800
ΔE to the lowest compared entry with this formula, charge and spin in eV: 0.287
E_tot in eV: -161360.0177
Largest force on an atom in Eh/bohr: 0.0125
Net charge: -1
Molecular weight in g mol⁻¹: 1021.82
Multiplicity: 2
LUMO (spin up / spin down) in eV: 2.4 / 1.9

***

[2]
Density functional theory data (ωB97M-V/def2-TZVPD) for a 10-piece molecular cluster, C60H63NO3 overall at a distorted geometry.

CARTESIAN COORDINATES (ANGSTROEM)
1 C -7.45 2.67 -0.79
2 C -6.60 3.74 -1.42
3 C -6.89 5.17 -1.17
4 N -5.60 3.40 -2.16
5 C -4.56 2.91 -1.37
6 C -3.22 2.55 -1.99
7 O -2.48 2.38 -0.74
8 C -3.14 3.01 0.27
9 O -3.01 2.83 1.40
10 O -4.03 3.84 -0.37
11 H -7.79 3.03 0.18
12 H -6.90 1.74 -0.71
13 H -8.34 2.56 -1.43
14 H -6.40 5.82 -1.89
15 H -7.98 5.32 -1.19
16 H -6.55 5.47 -0.18
17 H -4.78 2.02 -0.75
18 H -2.71 3.39 -2.46
19 H -3.21 1.61 -2.53
20 C -5.19 -2.56 0.44
21 C -3.83 -2.66 0.18
22 C -3.00 -1.59 0.45
23 C -3.51 -0.41 0.97
24 C -4.88 -0.31 1.23
25 C -5.72 -1.39 0.96
26 H -5.85 -3.40 0.24
27 H -3.43 -3.58 -0.23
28 H -1.93 -1.67 0.25
29 H -2.87 0.43 1.19
30 H -5.28 0.61 1.64
31 H -6.78 -1.31 1.16
32 C -0.32 -5.50 1.93
33 C 0.45 -6.46 1.29
34 C 1.14 -6.14 0.13
35 C 1.05 -4.86 -0.40
36 C 0.28 -3.90 0.24
37 C -0.40 -4.22 1.40
38 H -0.85 -5.74 2.84
39 H 0.52 -7.46 1.70
40 H 1.74 -6.89 -0.37
41 H 1.59 -4.61 -1.31
42 H 0.21 -2.90 -0.18
43 H -1.01 -3.46 1.90
44 C -1.28 8.29 0.88
45 C -1.61 8.96 -0.29
46 C -2.36 8.33 -1.27
47 C -2.79 7.02 -1.08
48 C -2.46 6.35 0.08
49 C -1.70 6.98 1.06
50 H -0.69 8.78 1.65
51 H -1.27 9.98 -0.43
52 H -2.62 8.86 -2.18
53 H -3.38 6.53 -1.84
54 H -2.78 5.33 0.22
55 H -1.44 6.45 1.97
56 C 1.34 1.21 0.09
57 C 0.88 0.02 0.64
58 C 1.77 -0.88 1.21
59 C 3.13 -0.59 1.22
60 C 3.60 0.59 0.66
61 C 2.70 1.49 0.10
62 H 0.64 1.91 -0.35
63 H -0.18 -0.20 0.63
64 H 1.41 -1.80 1.64
65 H 3.83 -1.29 1.67
66 H 4.66 0.82 0.67
67 H 3.06 2.42 -0.33
68 C 7.80 0.40 -3.56
69 C 7.27 -0.58 -2.73
70 C 6.00 -0.43 -2.20
71 C 5.25 0.70 -2.49
72 C 5.78 1.69 -3.31
73 C 7.05 1.53 -3.85
74 H 8.79 0.28 -3.98
75 H 7.85 -1.47 -2.50
76 H 5.59 -1.20 -1.55
77 H 4.26 0.81 -2.07
78 H 5.20 2.57 -3.53
79 H 7.46 2.30 -4.49
80 C 0.36 -4.56 -5.54
81 C 0.14 -4.13 -4.24
82 C -0.79 -4.78 -3.44
83 C -1.51 -5.85 -3.95
84 C -1.30 -6.28 -5.25
85 C -0.36 -5.64 -6.05
86 H 1.09 -4.06 -6.16
87 H 0.70 -3.29 -3.85
88 H -0.96 -4.44 -2.43
89 H -2.24 -6.36 -3.32
90 H -1.87 -7.12 -5.64
91 H -0.20 -5.97 -7.06
92 C -3.02 -9.98 -6.55
93 C -4.12 -10.82 -6.42
94 C -4.77 -11.29 -7.55
95 C -4.33 -10.92 -8.81
96 C -3.24 -10.07 -8.94
97 C -2.58 -9.60 -7.81
98 H -2.51 -9.62 -5.67
99 H -4.46 -11.12 -5.44
100 H -5.62 -11.95 -7.45
101 H -4.83 -11.28 -9.70
102 H -2.89 -9.77 -9.92
103 H -1.73 -8.94 -7.91
104 C 3.32 2.33 5.28
105 C 3.91 2.02 4.06
106 C 5.18 2.50 3.76
107 C 5.86 3.28 4.69
108 C 5.27 3.59 5.90
109 C 4.00 3.11 6.20
110 H 2.33 1.95 5.51
111 H 3.37 1.42 3.34
112 H 5.64 2.26 2.81
113 H 6.85 3.65 4.46
114 H 5.80 4.20 6.62
115 H 3.54 3.36 7.15
116 C 4.57 4.63 9.79
117 C 5.93 4.55 9.52
118 C 6.75 5.64 9.78
119 C 6.22 6.80 10.30
120 C 4.86 6.89 10.57
121 C 4.03 5.80 10.31
122 H 3.93 3.78 9.60
123 H 6.34 3.64 9.11
124 H 7.81 5.57 9.57
125 H 6.86 7.65 10.50
126 H 4.44 7.80 10.97
127 H 2.97 5.87 10.52

Values from the calculation:
Structure (SMILES): CC(C)=N[C@H]1COC(=O)O1.c1ccccc1.c1ccccc1.c1ccccc1.c1ccccc1.c1ccccc1.c1ccccc1.c1ccccc1.c1ccccc1.c1ccccc1
E_tot in eV: -70871.8579
Largest force on an atom in Eh/bohr: 0.0893
Molecular weight in g mol⁻¹: 846.17
Multiplicity: 1
LUMO in eV: -0.1